Entry 1:
Computed, not measured: a structure of composition C32H37N2O2SiV, with wB97M-V/def2-TZVPD.

The max |F| is 0.47 eV Å⁻¹. Its charge is +1. The spin multiplicity is 2. For the frontier orbital gap (spin up / spin down), the calculation gives 7.26 / 6.69 eV. The expectation value of S² is 0.7578.

Last column: Mulliken spin population.
Element x y z (Å)
V: 0.0309 0.0699 0.0583  1.07
O: -0.3214 -2.1304 0.0644  -0.01
C: -1.7105 -2.2632 0.4615  0.01
C: -2.6535 -2.1031 -0.7194  0.00
C: -2.4922 -0.7512 -1.4236  0.01
C: -2.8694 0.4156 -0.5569  -0.01
C: -4.1649 0.8824 -0.4323  0.00
C: -4.4220 1.9557 0.4089  0.00
C: -3.3760 2.5435 1.0998  0.00
C: -2.1055 2.0235 0.9386  0.02
N: -1.8611 0.9803 0.1325  -0.03
H: -0.1175 -2.8676 -0.5229  0.00
H: -1.8623 -1.4890 1.2161  -0.01
H: -1.8644 -3.2217 0.9580  0.00
H: -3.6763 -2.2393 -0.3615  0.00
H: -2.4655 -2.8984 -1.4464  0.00
H: -3.0810 -0.7269 -2.3411  0.00
H: -1.4484 -0.6415 -1.7430  0.00
H: -4.9592 0.4129 -0.9975  0.00
H: -5.4313 2.3285 0.5212  0.00
H: -3.5303 3.3790 1.7666  0.00
H: -1.2531 2.4241 1.4741  0.00
C: 3.7565 4.7439 1.5722  0.00
C: 2.6141 4.4844 0.8308  0.00
C: 1.9557 3.2708 0.9853  0.00
C: 2.3982 2.2950 1.8820  -0.01
C: 3.5526 2.5867 2.6170  0.00
C: 4.2261 3.7897 2.4654  0.00
Si: 1.3984 0.6968 2.0720  -0.07
C: 0.3537 0.9089 3.6467  -0.01
C: -0.9404 0.3960 3.7365  0.00
C: -1.7083 0.5165 4.8890  0.00
C: -1.1841 1.1660 5.9949  0.00
C: 0.1047 1.6828 5.9384  0.00
C: 0.8573 1.5544 4.7817  0.00
C: 2.6337 -0.6870 2.4689  0.01
C: 3.9683 -0.6745 2.0589  0.00
C: 4.8308 -1.7244 2.3521  0.00
C: 4.3724 -2.8221 3.0646  0.00
C: 3.0464 -2.8629 3.4773  0.00
C: 2.1948 -1.8097 3.1816  -0.01
H: 4.2795 5.6843 1.4555  0.00
H: 2.2375 5.2241 0.1352  0.00
H: 1.0730 3.0822 0.3771  0.00
H: 3.9339 1.8612 3.3277  0.00
H: 5.1177 3.9862 3.0474  0.00
H: -1.3708 -0.1299 2.8869  0.01
H: -2.7099 0.1056 4.9234  0.00
H: -1.7731 1.2690 6.8970  0.00
H: 0.5220 2.1864 6.8012  0.00
H: 1.8581 1.9709 4.7626  0.00
H: 4.3538 0.1789 1.5113  0.00
H: 5.8663 -1.6780 2.0365  0.00
H: 5.0445 -3.6349 3.3078  0.00
H: 2.6799 -3.7126 4.0397  0.00
H: 1.1658 -1.8557 3.5258  0.00
O: 1.1719 0.5064 -1.5564  0.01
C: 2.0925 -0.0047 -2.2369  0.00
C: 2.8835 -1.1738 -1.7244  0.01
C: 4.3429 -0.7853 -1.4195  0.00
C: 5.2464 -0.7536 -2.6476  0.00
C: 4.8835 0.3203 -3.6685  0.00
C: 3.5032 0.1203 -4.2823  0.00
N: 2.4053 0.5387 -3.4046  0.00
H: 2.8616 -1.9863 -2.4576  0.00
H: 2.4001 -1.5242 -0.8113  0.00
H: 4.7277 -1.5072 -0.6994  0.00
H: 4.3528 0.1861 -0.9165  0.00
H: 5.2158 -1.7331 -3.1374  0.00
H: 6.2766 -0.6043 -2.3213  0.00
H: 5.6163 0.3153 -4.4772  0.00
H: 4.9243 1.3107 -3.2065  0.00
H: 3.3542 -0.9277 -4.5540  0.00
H: 3.3934 0.7018 -5.1951  0.00
H: 1.8959 1.3794 -3.6352  0.00

=====

Entry 2:
Computed, not measured: a cluster of 2 separate species, C3H6N2O6 in total, with wB97M-V/def2-TZVPD.

The max |F| is 2.95 eV Å⁻¹. For the frontier orbital gap (spin up / spin down), the calculation gives 10.88 / 7.15 eV.

Last column: Mulliken charge in e.
Element x y z (Å)
N: 3.1572 0.9042 2.5423  0.33
O: 4.1992 0.6991 3.0084  -0.30
C: -0.6548 1.8777 -0.5694  -1.38
C: 0.0773 0.5681 -0.4146  0.61
C: -0.8418 -0.6452 -0.3643  -0.60
O: -0.0980 -1.8198 -0.7173  -0.24
N: -1.0378 -2.8556 -0.5616  0.97
O: -0.6482 -3.9719 -0.8810  -0.54
O: -2.1406 -2.5426 -0.1080  -0.51
O: 0.8467 0.5275 0.8612  -0.04
O: 1.8391 1.4375 0.7640  -0.34
H: -1.1263 1.8933 -1.5533  0.37
H: -1.4593 1.9558 0.1619  0.32
H: 0.0173 2.7401 -0.5189  0.39
H: 0.8218 0.4627 -1.2216  0.24
H: -1.2868 -0.6881 0.6400  0.35
H: -1.6650 -0.5430 -1.0676  0.38

=====

Entry 3:
Computed, not measured: the molecule C5H7N, with wB97M-V/def2-TZVPD.

The max |F| is 1.69 eV Å⁻¹. The SMILES is C1[C@@H]2[C@H]1[C@@H]1N[C@H]21. For the frontier orbital gap, the calculation gives 10.01 eV.

Last column: Mulliken charge in e.
Element x y z (Å)
C: -0.9591 0.9214 0.4938  -0.92
C: -0.9072 -0.3590 -0.2590  0.03
C: -0.0675 -0.3723 0.9683  -0.27
C: 1.2383 -0.5270 0.1540  -0.42
N: 1.3581 0.5858 -0.7558  -0.61
C: 0.4198 -0.4741 -1.0791  -0.27
H: -1.7359 1.1431 1.2169  0.27
H: -0.8357 1.8546 -0.1247  0.24
H: -1.7870 -0.9327 -0.4994  0.45
H: -0.2343 -1.1000 1.7873  0.36
H: 2.1420 -1.0650 0.4503  0.40
H: 0.8577 1.3684 -0.3506  0.35
H: 0.5005 -1.0395 -1.9958  0.39

=====

Entry 4:
Computed, not measured: a structure of composition C22H32BO4PPtS2, with wB97M-V/def2-TZVPD.

The max |F| is 1.22 eV Å⁻¹. For the frontier orbital gap (spin up / spin down), the calculation gives 5.57 / 5.67 eV.

Last column: Mulliken charge in e.
Element x y z (Å)
Pt: 0.5552 -0.1640 -0.3659  0.40
C: 1.4137 -0.4640 2.9344  -0.69
O: 0.5939 0.3922 2.1635  -0.13
C: 0.9755 1.7520 2.2705  -0.36
C: 0.1178 2.6069 1.3471  -0.71
O: 0.5839 2.4710 0.0200  -0.21
C: -0.2222 3.1359 -0.9359  -0.86
H: 1.3275 -0.2171 4.0023  0.34
H: 2.4617 -0.3880 2.6258  0.12
H: 1.0566 -1.4790 2.7693  0.26
H: 2.0272 1.8578 1.9756  0.02
H: 0.8319 2.0833 3.3105  0.53
H: 0.1938 3.6600 1.6577  0.46
H: -0.9300 2.2826 1.4132  0.28
H: -0.1979 4.2219 -0.7807  0.31
H: -1.2601 2.7938 -0.8950  0.34
H: 0.1932 2.8935 -1.9112  0.27
C: 4.8293 2.3664 0.5496  -1.95
C: 4.5058 1.0324 -0.1254  1.52
C: 5.4767 -0.0425 0.3767  -2.11
O: 3.1912 0.6263 0.2609  -0.21
B: 2.5000 0.1449 -0.8426  0.66
O: 3.2664 0.2692 -1.9679  -0.48
C: 4.4147 1.0770 -1.6892  1.68
C: 4.1154 2.4726 -2.2486  -1.77
C: 5.6580 0.5400 -2.3968  -1.77
H: 4.9052 2.2068 1.6235  0.49
H: 4.0405 3.0927 0.3694  0.34
H: 5.7772 2.7641 0.1913  0.40
H: 5.3330 -0.1806 1.4474  0.51
H: 6.5066 0.2493 0.1929  0.37
H: 5.2732 -0.9932 -0.1085  0.38
H: 3.2153 2.8789 -1.7948  0.15
H: 3.9337 2.3745 -3.3169  0.54
H: 4.9600 3.1408 -2.0928  0.33
H: 5.8435 -0.4978 -2.1468  0.34
H: 6.5181 1.1416 -2.1044  0.34
H: 5.5207 0.6154 -3.4743  0.47
S: -2.5107 -1.6782 -2.9567  -0.45
P: -2.9730 -1.3401 -1.0713  0.75
S: -1.8270 0.0699 -0.1668  -0.51
C: -4.7046 -0.7713 -0.8439  0.42
C: -5.7046 -1.5132 -1.4587  -0.63
C: -7.0281 -1.1421 -1.3118  -0.64
C: -7.3569 -0.0336 -0.5490  -0.43
C: -6.3580 0.7079 0.0578  -0.61
C: -5.0319 0.3431 -0.0876  -0.15
C: -2.9925 -2.8581 -0.0475  0.52
C: -2.7295 -4.0872 -0.6273  -0.33
C: -2.7860 -5.2347 0.1446  -0.55
C: -3.1026 -5.1494 1.4905  -0.41
C: -3.3480 -3.9131 2.0686  -0.63
C: -3.2969 -2.7644 1.3031  -0.58
H: -5.4324 -2.3753 -2.0531  0.35
H: -7.8083 -1.7147 -1.7918  0.38
H: -8.3917 0.2592 -0.4260  0.37
H: -6.6112 1.5764 0.6477  0.39
H: -4.2486 0.9176 0.3875  0.28
H: -2.4842 -4.1334 -1.6788  0.36
H: -2.5739 -6.1927 -0.3022  0.39
H: -3.1467 -6.0424 2.0971  0.38
H: -3.5713 -3.8471 3.1220  0.40
H: -3.4864 -1.7981 1.7514  0.35

=====

Entry 5:
Computed, not measured: a structure of composition C3H4AlO3, with wB97M-V/def2-TZVPD.

The max |F| is 9.44 eV Å⁻¹. Its charge is +2. The spin multiplicity is 2. For the frontier orbital gap (spin up / spin down), the calculation gives 8.95 / 6.88 eV. The expectation value of S² is 0.7572.

Last column: Mulliken spin population.
Element x y z (Å)
O: -1.6463 -0.6330 1.2830  0.00
C: -1.0194 -0.7772 0.2778  0.01
C: -1.0954 -0.1753 -1.0692  0.01
H: -0.5569 -0.7982 -1.7892  0.00
H: -1.3499 0.8906 -1.1099  0.00
H: -2.1691 -0.8018 -0.9612  0.00
Al: 0.7216 0.6207 2.3025  0.48
O: 0.2925 0.1055 0.4254  0.25
C: 1.4384 0.1270 -0.2582  0.18
O: 2.2810 0.5570 0.6452  0.06
H: 3.1034 0.8846 0.2539  0.00

=====

Q: Among the records above, which one has the lowest max |F|?
A: C32H37N2O2SiV